(1)
ORCA calculation (ωB97M-V/def2-TZVPD) on C5H4BrNO3 in the gas phase at a distorted geometry.

The electronic energy is -3047.24960 a.u. The HOMO energy comes out at -9.08 eV. The LUMO energy comes out at -0.63 eV. Its orbital gap is 8.451 eV.

Each line ends with the natural charge from an NBO analysis.
Geometry (Å):
O 3.615 1.463 1.370  -0.354
N 2.433 1.748 1.322  0.483
O 1.804 2.381 2.141  -0.332
C 1.662 1.209 0.134  0.340
Br 2.941 1.719 -1.404  -0.023
C 1.471 -0.231 0.271  -0.320
C 0.274 -0.784 0.082  -0.113
C -0.874 0.129 -0.147  -0.372
C -0.665 1.479 -0.247  0.218
O 0.491 2.060 -0.068  -0.447
H 2.239 -0.854 0.458  0.238
H 0.262 -1.849 0.241  0.232
H -1.764 -0.360 -0.267  0.228
H -1.361 2.349 -0.378  0.221

Force components x, y, z for each atom (eV/Å):
-0.869 0.030 0.298
0.679 0.451 0.737
0.149 -0.247 -0.249
-0.318 1.764 -1.524
-0.783 -0.409 0.294
-2.379 1.522 -0.886
-0.439 2.138 0.387
2.595 0.755 -0.134
-2.409 -1.059 0.192
4.145 -1.326 0.930
2.959 -1.401 0.669
-0.812 -0.157 -0.276
-2.470 -0.407 -0.375
-0.047 -1.652 -0.063


(2)
ORCA calculation (ωB97M-V/def2-TZVPD) on a gas-phase ion, C5H4BrO2S (charge -1) at a distorted geometry.

The electronic energy is -3315.58177 a.u. Its net charge is -1. The HOMO energy comes out at -2.97 eV. The LUMO energy comes out at 2.96 eV. Its orbital gap is 5.932 eV.

Each line ends with the natural charge from an NBO analysis.
Geometry (Å):
O 1.962 1.937 0.299  -0.545
C 1.435 0.929 -0.003  0.770
O 1.290 0.204 -1.158  -0.491
C 1.165 -0.461 0.110  0.155
Br 2.744 -1.623 0.423  -0.071
C -0.195 -0.938 0.479  -0.501
C -1.217 -0.351 -0.487  -0.352
C -1.637 0.894 -0.332  -0.351
S -1.084 1.946 0.822  -0.431
H -0.366 -0.729 1.544  0.242
H -0.275 -2.011 0.512  0.206
H -1.326 -1.057 -1.348  0.187
H -2.497 1.259 -0.861  0.184

Force components x, y, z for each atom (eV/Å):
0.556 0.711 0.031
1.136 0.163 -0.214
-0.012 0.497 -0.490
0.114 -0.501 0.588
-0.589 0.183 0.154
-0.582 -0.540 0.319
0.986 -2.827 -0.208
-1.497 -0.129 -0.371
0.567 1.305 1.525
-0.039 0.799 -0.248
0.260 -0.715 -0.694
-0.719 1.057 0.604
-0.181 -0.001 -0.996


(3)
ORCA calculation (ωB97M-V/def2-TZVPD) on a molecular structure, C5H4CeNO5 at a distorted geometry.

The electronic energy is -1097.67104 a.u. Its net charge is +3. The HOMO energy (spin up / spin down) comes out at -24.68 / -24.67 eV. The LUMO energy (spin up / spin down) comes out at -16.21 / -16.21 eV. Its orbital gap (spin up / spin down) is 8.461 / 8.468 eV.

Each line ends with the Löwdin charge.
Geometry (Å):
O 1.103 1.660 -3.883  0.264
C 1.114 1.115 -2.869  0.011
Ce 0.409 0.528 -0.408  1.212
O -1.592 2.305 -2.912  0.269
C -1.161 1.769 -1.982  0.006
C -1.465 0.037 1.073  -0.016
O -2.260 -0.193 1.879  0.291
C 1.393 -1.456 0.949  0.022
O 1.987 -2.377 1.328  0.260
C -0.922 -1.843 -1.506  0.075
O -1.226 -2.874 -1.900  0.231
H 1.680 -0.527 -1.244  0.023
N 1.207 2.340 1.363  0.038
H 2.237 2.404 1.356  0.110
H 0.954 2.099 2.327  0.101
H 0.849 3.284 1.212  0.102

Force components x, y, z for each atom (eV/Å):
0.463 -2.503 4.067
0.268 2.313 -4.623
2.005 1.272 -0.004
1.686 -2.461 4.601
-3.093 3.147 -5.181
-5.591 -1.725 5.320
3.719 1.112 -3.873
3.429 -5.283 1.892
-3.063 4.630 -1.740
-0.793 -3.663 -1.352
1.034 3.901 1.449
0.047 -0.242 -0.132
0.046 -1.029 -0.587
-0.317 0.202 0.127
0.092 0.149 -0.001
0.069 0.179 0.037


(4)
ORCA calculation (ωB97M-V/def2-TZVPD) on C5H4ClO2PS in the gas phase at a distorted geometry.

The electronic energy is -1543.06360 a.u. The HOMO energy comes out at -10.09 eV. The LUMO energy comes out at -0.79 eV. Its orbital gap is 9.299 eV.

Each line ends with the natural charge from an NBO analysis.
Geometry (Å):
O 2.674 -0.905 1.946  -0.881
S 1.252 -0.999 1.806  2.066
O 0.773 -2.344 1.689  -0.912
Cl 0.441 -0.297 3.552  -0.227
C 0.419 0.081 0.523  -0.658
C 0.289 -0.689 -0.593  -0.209
C -0.329 -0.223 -1.734  -0.202
C -1.057 0.935 -1.673  -0.167
C -0.991 1.809 -0.548  -0.564
P -0.116 1.625 0.974  0.802
H 0.514 -1.809 -0.296  0.275
H -0.690 -1.043 -2.426  0.229
H -1.710 1.112 -2.476  0.220
H -1.469 2.745 -0.745  0.228

Force components x, y, z for each atom (eV/Å):
-0.295 1.119 -0.431
0.364 -0.670 0.643
-0.671 0.141 -0.339
0.008 0.189 -0.080
1.657 -1.430 1.954
0.505 -2.426 1.026
-1.767 -2.844 -0.188
1.160 0.858 2.078
0.641 -0.307 -0.925
-1.002 0.659 -1.637
-0.294 2.101 -1.803
1.008 1.333 0.193
-0.779 0.720 -0.879
-0.536 0.557 0.387


(5)
ORCA calculation (ωB97M-V/def2-TZVPD) on a molecular structure, C5H4F14MgN2O9S4 at a distorted geometry.

The electronic energy is -4170.78922 a.u. Its net charge is -2. The HOMO energy comes out at -3.91 eV. The LUMO energy comes out at 4.60 eV. Its orbital gap is 8.508 eV.

Each line ends with the natural charge from an NBO analysis.
Geometry (Å):
Mg -0.747 0.411 -1.107  1.808
C -2.698 1.188 1.655  0.735
F -2.301 2.213 0.930  -0.283
F -1.694 0.766 2.394  -0.295
F -3.708 1.563 2.458  -0.329
S -3.334 -0.165 0.543  2.216
O -4.106 -1.017 1.372  -0.911
O -4.029 0.516 -0.501  -0.952
N -1.943 -0.781 -0.147  -1.334
S -1.796 -2.305 0.421  2.229
O -1.489 -2.302 1.807  -0.936
O -2.849 -3.162 -0.009  -0.943
C -0.264 -2.981 -0.351  0.741
F 0.799 -2.464 0.220  -0.281
F -0.278 -4.300 -0.125  -0.323
F -0.233 -2.750 -1.652  -0.298
C 1.449 2.075 2.414  0.710
F 1.184 1.573 3.630  -0.325
F 0.367 2.725 1.963  -0.312
F 2.447 2.961 2.511  -0.319
S 1.832 0.700 1.229  2.267
O 2.370 -0.358 2.013  -0.927
O 0.558 0.391 0.649  -1.010
N 2.745 1.453 0.143  -1.127
S 4.310 1.351 0.485  2.228
O 5.061 2.238 -0.358  -0.954
O 4.630 1.309 1.885  -0.948
C 4.865 -0.264 -0.217  0.703
F 5.026 -0.185 -1.538  -0.316
F 6.051 -0.607 0.328  -0.338
F 4.019 -1.264 0.020  -0.312
F 0.743 -0.113 -2.214  -0.942
F -0.499 2.277 -1.148  -0.941
C -2.863 -0.456 -3.398  -0.243
O -2.083 0.539 -2.754  -0.767
H -2.645 -0.491 -4.472  0.156
H -2.545 -1.410 -2.984  0.198
H -3.931 -0.306 -3.238  0.172
H -2.424 1.431 -2.858  0.501

Force components x, y, z for each atom (eV/Å):
3.370 2.070 -1.891
0.100 -0.299 -0.233
-0.185 0.175 0.020
0.020 -0.191 0.383
0.022 0.085 -0.056
0.591 0.966 -1.402
0.085 -0.763 0.690
-0.228 0.618 -0.358
-2.532 -1.616 1.902
0.440 -0.095 0.553
0.351 -0.089 1.066
-0.478 -0.411 -0.865
0.028 0.679 -0.081
0.263 -0.027 0.031
-0.030 -0.134 -0.090
-0.061 -0.252 -0.326
-0.342 0.190 -0.402
0.033 0.279 -0.121
0.275 0.019 0.434
-0.263 -0.182 0.284
-0.590 0.224 -0.917
0.719 -0.162 0.457
-0.478 0.188 -0.140
0.829 -0.987 1.065
-0.115 0.535 -0.501
-0.148 0.376 0.078
0.196 -0.103 -0.066
-0.278 -0.644 0.046
0.110 0.090 -0.014
0.070 0.124 -0.085
0.023 -0.036 0.042
-0.885 -0.505 0.410
-0.909 -0.176 0.010
0.285 0.136 -0.097
-0.071 -0.154 -0.076
-0.048 0.141 0.024
-0.159 -0.019 0.119
-0.004 -0.064 0.111
-0.007 0.011 0.001


(6)
ORCA calculation (ωB97M-V/def2-TZVPD) on a gas-phase ion, C5H4F3N2O2S (charge -1) at a distorted geometry.

The electronic energy is -1150.74071 a.u. Its net charge is -1. The HOMO energy comes out at -3.97 eV. The LUMO energy comes out at 3.55 eV. Its orbital gap is 7.518 eV.

Each line ends with the natural charge from an NBO analysis.
Geometry (Å):
C 0.053 0.448 0.007  -0.279
C -1.168 -0.269 -0.439  0.098
C 0.994 -0.528 -0.107  -0.095
C -2.466 0.264 -0.313  -0.660
C 2.457 -0.630 0.048  0.972
N -0.873 -1.497 -0.729  -0.268
N 0.388 -1.664 -0.594  -0.320
O 0.055 3.217 0.149  -1.025
O -0.950 1.923 2.024  -1.038
F 3.199 -0.654 -1.064  -0.326
F 2.962 0.306 0.921  -0.321
F 2.710 -1.882 0.542  -0.358
S 0.249 2.144 1.141  1.539
H -2.791 0.831 -1.214  0.210
H -3.175 -0.546 -0.129  0.208
H -2.508 1.016 0.541  0.275
H 0.864 -2.475 -0.784  0.388

Force components x, y, z for each atom (eV/Å):
-0.683 0.166 0.392
4.125 1.327 1.584
0.183 0.114 -0.935
-3.127 2.064 0.450
0.058 -0.031 1.601
-2.908 -1.419 -1.291
1.728 2.312 1.051
-0.039 0.082 0.012
0.889 0.274 -0.634
0.093 1.028 -0.582
-0.248 -1.146 -1.213
0.338 -0.053 0.835
-1.183 -1.157 -0.156
0.126 -0.377 0.408
-0.200 0.139 -0.055
0.138 -1.032 -0.946
0.710 -2.289 -0.523


(7)
ORCA calculation (ωB97M-V/def2-TZVPD) on C5H4F3N3O4 in the gas phase at a distorted geometry.

The electronic energy is -957.70175 a.u. The HOMO energy comes out at -10.79 eV. The LUMO energy comes out at -0.32 eV. Its orbital gap is 10.472 eV.

Each line ends with the natural charge from an NBO analysis.
Geometry (Å):
O -3.014 -0.564 0.432  -0.570
C -1.843 -0.406 0.189  0.801
N -1.026 -1.378 -0.371  -0.676
C 0.286 -1.353 -0.879  0.684
O 0.831 -2.250 -1.495  -0.509
C 0.825 0.096 -0.768  -0.239
N 0.496 0.870 -2.088  0.572
O -0.542 1.375 -2.257  -0.338
O 1.388 0.748 -2.850  -0.348
C 0.274 0.800 0.515  -0.125
C 0.866 0.147 1.905  0.972
F 0.427 0.873 2.957  -0.310
F 0.506 -1.167 2.071  -0.319
F 2.265 0.244 1.867  -0.337
N -1.164 0.794 0.472  -0.650
H -1.364 -2.360 -0.357  0.440
H 1.874 0.079 -0.748  0.262
H 0.637 1.818 0.487  0.245
H -1.724 1.635 0.918  0.447

Force components x, y, z for each atom (eV/Å):
0.534 -0.289 -0.353
-0.030 1.936 1.029
0.920 -3.127 -0.624
-0.718 1.289 -1.276
-0.890 1.092 1.530
-1.114 -0.078 1.301
1.424 -2.468 2.577
-2.813 1.583 -0.261
1.896 0.276 -2.172
0.140 -1.009 0.176
0.570 0.574 -1.417
0.401 -0.895 -0.847
0.661 1.789 -0.013
-2.216 -0.429 0.231
-1.370 1.149 1.265
-0.313 1.215 -0.049
1.351 -0.072 -0.056
0.079 0.268 0.277
1.489 -2.806 -1.319


(8)
ORCA calculation (ωB97M-V/def2-TZVPD) on C5H4FNS in the gas phase at a distorted geometry.

The electronic energy is -745.71169 a.u. The HOMO energy comes out at -8.97 eV. The LUMO energy comes out at 0.79 eV. Its orbital gap is 9.755 eV.

Each line ends with the natural charge from an NBO analysis.
Geometry (Å):
F -2.714 0.137 0.368  -0.336
C -1.317 -0.041 0.122  0.443
C -0.969 -0.946 -0.834  -0.349
C 0.383 -1.083 -1.210  0.083
N 1.316 -0.442 -0.589  -0.455
C 0.948 0.347 0.401  0.083
S 2.368 1.261 0.931  0.067
C -0.307 0.602 0.835  -0.347
H -1.764 -1.616 -1.323  0.247
H 0.737 -1.675 -2.133  0.210
H 1.728 2.061 1.827  0.108
H -0.408 1.393 1.605  0.245

Force components x, y, z for each atom (eV/Å):
2.982 -0.126 -0.145
-1.880 -0.044 0.880
-1.280 -2.069 -1.985
-0.937 -1.206 -1.686
0.950 0.009 -0.093
2.126 0.856 -0.052
-0.233 0.386 0.788
-1.776 1.258 0.791
1.249 1.411 0.702
-0.958 0.646 1.683
0.288 -0.297 -0.281
-0.531 -0.825 -0.603


(9)
ORCA calculation (ωB97M-V/def2-TZVPD) on a molecular structure, C5H4I2 at a distorted geometry.

The electronic energy is -788.10523 a.u. The HOMO energy comes out at -9.54 eV. The LUMO energy comes out at 0.00 eV. Its orbital gap is 9.540 eV.

Each line ends with the natural charge from an NBO analysis.
Geometry (Å):
C -0.768 -0.737 0.696  -0.333
C -0.430 -1.568 1.607  0.153
C -1.104 -0.031 -0.575  -0.457
C 0.687 -0.084 0.741  -0.299
C 0.312 0.404 -0.750  -0.325
I 2.606 -1.053 0.840  0.172
I 0.691 2.388 -1.345  0.130
H -1.805 -0.537 -1.285  0.257
H -1.730 0.692 -0.095  0.244
H 0.612 0.663 1.521  0.230
H 0.931 -0.136 -1.357  0.230

Force components x, y, z for each atom (eV/Å):
0.728 -2.521 -0.414
-0.660 0.174 -0.119
-2.503 -0.844 0.870
0.411 1.262 -0.442
-0.138 0.939 2.514
-0.497 0.268 -0.007
0.014 0.287 0.165
1.296 0.171 0.171
-0.328 1.600 -0.624
0.666 0.340 -0.229
1.011 -1.676 -1.885